A.
Below is a single C5H9N3 molecule, with properties calculated with ωB97M-V with the def2-TZVPD basis set.

The geometry in ORCA input format:
```
! wB97M-V def2-TZVPD RIJCOSX def2/J DEFGRID3
* xyz 0 1
N -0.5919 -1.5653 1.7207
C 0.0354 -0.9763 0.6686
C 1.3554 -0.2192 0.8976
N 1.8544 0.5053 -0.1151
N 0.9472 0.6702 -1.1300
C 0.2497 1.5993 -2.0336
C -0.5509 1.1180 -0.8346
C -1.0598 -0.2828 -0.1847
H -0.4852 -0.8880 2.5348
H 0.0515 -2.4870 2.0665
H 0.3023 -1.7474 -0.1550
H 1.7774 -0.1990 1.9797
H 0.3977 2.6510 -2.1596
H -0.2289 1.3621 -3.0377
H -0.6706 1.8072 0.1130
H -1.9474 -0.4147 0.5383
H -1.4364 -0.9336 -0.8689
*
```

The structure (SMILES) is N[C@@H]1C=NN2C[C@H]2C1.

B.
Below is a single C5H9N3 molecule, with properties calculated with ωB97M-V with the def2-TZVPD basis set.

The geometry in ORCA input format:
```
! wB97M-V def2-TZVPD RIJCOSX def2/J DEFGRID3
* xyz 0 1
H -1.9270 1.8455 -0.8802
N -0.9671 1.5253 -0.7273
C -0.9224 0.2971 -0.3689
N -2.0399 -0.4735 -0.1024
C 0.5132 -0.6859 -0.7921
C 0.6997 -0.9115 -2.0943
C 1.2295 -0.6840 0.3864
C 0.5974 0.1032 1.3662
N 1.3093 0.8830 2.2355
H -2.9184 -0.1506 -0.4880
H -1.9164 -1.4745 -0.1623
H 1.6810 -0.8122 -2.5449
H -0.1429 -1.0574 -2.7614
H 2.2618 -1.0157 0.4557
H -0.3521 -0.2057 1.7901
H 0.7665 1.4838 2.8422
H 2.1277 1.3331 1.8455
*
```

The structure (SMILES) is [H]/N=C(\N)C(=C)/C=C/N.

C.
Below is 2 unconnected molecules or ions with the total composition C5H9N3, with properties calculated with ωB97M-V with the def2-TZVPD basis set.

The geometry in ORCA input format:
```
! wB97M-V def2-TZVPD RIJCOSX def2/J DEFGRID3
* xyz 0 1
C -2.7086 0.1640 0.0792
C 0.5962 1.5691 -0.0628
C 0.8718 0.2018 -0.6337
C -1.3420 0.4170 0.2292
C -0.2626 -1.8658 -0.0719
N -3.8690 0.0238 -0.0113
N -0.8662 1.7481 -0.1296
N -0.3927 -0.4827 -0.4164
H 1.0380 1.7439 1.0609
H 0.9305 2.4584 -0.6023
H 0.9924 0.1863 -1.8328
H 1.5983 -0.3661 -0.1616
H -1.2515 0.2353 1.9073
H -1.0800 -2.4248 -0.4472
H 0.6596 -2.1625 -0.6044
H -0.3728 -2.0998 0.9626
H -1.2761 2.5156 0.2164
*
```

B takes first place; second place is 0.0109 hartree up.

A.
Below is a single C5H9N3 molecule, with properties calculated with ωB97M-V with the def2-TZVPD basis set.

The geometry in ORCA input format:
```
! wB97M-V def2-TZVPD RIJCOSX def2/J DEFGRID3
* xyz 0 1
N 1.8526 -0.9993 -0.3773
C 0.9838 0.0304 0.0209
C -0.2286 0.9507 -0.7952
C -1.2918 -0.2405 -1.0750
N -1.4189 -1.3131 -0.3085
N -0.7930 -1.1750 0.8629
C 0.0054 -0.1418 1.1130
C -0.5474 1.3522 0.6124
H 2.8171 -0.5212 -0.9434
H 1.3043 -1.6828 -0.8703
H 1.5317 0.9408 0.3964
H 0.1573 1.3427 -1.8320
H -2.0575 -0.2558 -2.0154
H -1.2237 -1.7773 1.4632
H 0.4262 -0.1264 2.1871
H -1.5706 1.4303 0.5582
H 0.0531 2.1859 1.0030
*
```

The structure (SMILES) is N[C@H]1[C@H]2C=NN[C@@H]1C2.

B.
Below is a molecular structure, C5H9N3, with properties calculated with ωB97M-V with the def2-TZVPD basis set.

The geometry in ORCA input format:
```
! wB97M-V def2-TZVPD RIJCOSX def2/J DEFGRID3
* xyz 0 1
C -1.6383 0.8586 0.9085
C 1.8266 -1.0139 0.2247
C -0.4930 -0.0040 1.3226
C -0.8617 0.5112 -0.3205
N 2.0155 -0.2386 -0.7956
N 0.0276 1.3929 -0.9029
C -1.3407 -0.5998 -1.1012
N -1.5967 -1.5040 -1.7683
H -0.0994 1.3893 -1.9117
H 1.1980 0.7922 -0.9070
H 1.8820 -0.7030 -1.6899
H -2.6359 0.4401 0.9846
H -1.5818 1.9080 1.1704
H 2.0776 -0.6386 1.2057
H 1.6080 -2.0741 0.1250
H 0.3081 0.5054 1.8337
H -0.6960 -1.0216 1.6220
*
```

B takes first place; second place is 0.0505 hartree up.

A.
Below is a molecular structure, C5H9N3, with properties calculated with ωB97M-V with the def2-TZVPD basis set.

The geometry in ORCA input format:
```
! wB97M-V def2-TZVPD RIJCOSX def2/J DEFGRID3
* xyz 0 1
C -0.9095 -1.3651 0.0656
C 0.2440 1.1585 -1.2724
C -1.2359 -0.0016 0.4121
C 0.1830 0.6345 0.1686
C 0.9922 -0.9926 0.2280
N -2.2154 0.4941 1.0426
N 0.7173 1.3541 1.1613
N 1.7590 -1.3240 -0.7451
H -2.0258 1.4706 1.2973
H 0.0017 1.6720 1.8228
H 2.5148 -1.9330 -0.4267
H -1.0835 -2.1370 0.8080
H -0.9394 -1.6216 -0.9870
H 1.2045 -1.2482 1.2739
H -0.0127 0.3840 -1.9940
H -0.4615 1.9826 -1.3832
H 1.2672 1.4726 -1.4717
*
```

B.
Below is a single C5H9N3 molecule, with properties calculated with ωB97M-V with the def2-TZVPD basis set.

The geometry in ORCA input format:
```
! wB97M-V def2-TZVPD RIJCOSX def2/J DEFGRID3
* xyz 0 1
H -2.3582 -2.3167 0.4581
N -2.9565 -1.5665 0.0996
C -2.3054 -0.5057 -0.1740
C -0.5866 -0.3203 -0.0999
C 0.2294 -1.5375 -0.3083
C -0.3869 0.9088 0.2620
C 1.2846 1.2849 0.3842
N 1.8072 2.1455 -0.5247
N 2.0617 0.7540 1.2537
H 1.5654 0.1027 1.8645
H -2.8688 0.3537 -0.5788
H -0.2914 -2.2586 -0.9452
H 0.4615 -2.0236 0.6433
H 1.1728 -1.3141 -0.8126
H -1.0037 1.7886 0.3441
H 1.3671 2.2100 -1.4301
H 2.8077 2.2949 -0.4359
*
```

The structure (SMILES) is [H]\N=C/C(C)=C/C(N)=N\[H].

C.
Below is a single C5H9N3 molecule, with properties calculated with ωB97M-V with the def2-TZVPD basis set.

The geometry in ORCA input format:
```
! wB97M-V def2-TZVPD RIJCOSX def2/J DEFGRID3
* xyz 0 1
H -3.2489 1.6128 -1.1524
N -3.0431 0.5275 -1.6135
C -1.7569 0.3473 -1.5889
N -0.9334 1.4879 -1.3719
C -0.0936 1.3946 -0.4328
N 0.4777 0.3254 0.2336
C 1.6141 0.4782 1.2538
C 0.0328 -0.9377 0.3876
C 0.9642 -1.9643 0.8501
H -1.5267 -0.8287 -2.1737
H 0.5521 2.4051 -0.4331
H 2.0681 1.5124 1.1043
H 1.2266 0.3281 2.2675
H 2.2242 -0.5359 1.0187
H -0.9687 -1.1478 0.0614
H 2.2069 -2.2455 0.6338
H 0.2046 -2.7592 0.9556
*
```

The structure (SMILES) is [H]/N=C\N=C/N(C)C=C.

D.
Below is a single C5H9N3 molecule, with properties calculated with ωB97M-V with the def2-TZVPD basis set.

The geometry in ORCA input format:
```
! wB97M-V def2-TZVPD RIJCOSX def2/J DEFGRID3
* xyz 0 1
C 1.2161 -1.2234 -0.0887
C 0.0664 1.6413 -0.1792
C -1.1873 0.8220 0.1186
C -1.6817 -0.5681 -0.4790
C -0.2261 -0.7795 -0.0442
H 1.5348 -1.7159 0.8853
H 1.4159 -1.7739 -1.0106
H 2.7555 -0.0201 -0.4340
H -0.2592 2.6760 -0.1322
H -2.0922 1.3046 0.7590
H -1.7937 -0.7955 -1.6382
H -2.6020 -0.8711 -0.0127
H -0.1072 -0.1324 -0.7220
H 0.3487 0.1768 1.7253
N 1.9446 0.0972 0.2811
N 1.2402 1.2844 -0.2862
N -0.5729 -0.1223 1.2578
*
```

B takes first place; second place is 0.1178 hartree up.

A.
Below is 2 unconnected molecules or ions with the total composition C6H10O, with properties calculated with ωB97M-V with the def2-TZVPD basis set.

The geometry in ORCA input format:
```
! wB97M-V def2-TZVPD RIJCOSX def2/J DEFGRID3
* xyz 0 1
C -1.2179 -0.3707 -1.0067
C -0.0246 -0.9265 -1.2343
C 1.2659 -0.3857 -0.6682
C 1.1274 0.8903 0.2025
C -0.2805 1.3935 0.3985
C -1.3525 0.8269 -0.1598
H -2.1148 -0.8001 -1.4467
H 0.0522 -1.8144 -1.8604
H 1.7519 -1.1804 -0.0878
H 1.9440 -0.1910 -1.5087
H 1.5669 0.7128 1.1908
H 1.7112 1.7078 -0.2402
H -0.3946 2.2697 1.0350
H -2.3463 1.2356 0.0066
O -0.3129 -1.2901 2.0639
H -0.9277 -0.5548 2.1798
H -0.4478 -1.5230 1.1354
*
```

The structure (SMILES) is C1=CCCC=C1.O.

B.
Below is a molecular structure, C6H10O, with properties calculated with ωB97M-V with the def2-TZVPD basis set.

The geometry in ORCA input format:
```
! wB97M-V def2-TZVPD RIJCOSX def2/J DEFGRID3
* xyz 0 1
C 1.8662 0.4229 -0.7017
C 0.5874 -0.0157 -0.0548
C 0.1954 -1.3637 0.4691
C -1.2246 -1.1627 -0.1243
C -0.8395 0.3064 -0.4723
C -0.9670 1.3105 0.6638
O 0.0511 0.8246 1.4987
H 2.7339 -0.0117 -0.1990
H 1.9242 0.1312 -1.7649
H 1.9218 1.5124 -0.6695
H 0.7989 -2.2646 0.3468
H 0.1415 -1.0515 1.5131
H -2.0353 -1.2708 0.6037
H -1.4411 -1.7720 -1.0075
H -1.0882 0.7065 -1.4581
H -1.9780 1.4145 1.0853
H -0.6467 2.2836 0.2715
*
```

A takes first place; second place is 0.0880 hartree up.

A.
Below is a single C6H10O molecule, with properties calculated with ωB97M-V with the def2-TZVPD basis set.

The geometry in ORCA input format:
```
! wB97M-V def2-TZVPD RIJCOSX def2/J DEFGRID3
* xyz 0 1
C 2.2322 0.2390 0.5037
O 1.0470 -0.4168 0.9000
C 0.3637 -0.9841 -0.1727
C -0.3717 -0.1825 -1.1997
C -0.9762 1.0791 -0.5863
C -1.7015 0.2101 0.4758
C -1.1174 -1.0470 -0.1683
H 2.9431 0.1895 1.3321
H 2.0515 1.2942 0.2581
H 2.6844 -0.2426 -0.3724
H 0.8545 -1.8723 -0.5807
H -0.2280 -0.3578 -2.2624
H -1.6801 1.5681 -1.2653
H -0.2671 1.8268 -0.2147
H -2.7896 0.2643 0.3895
H -1.4107 0.3758 1.5168
H -1.6508 -1.9822 -0.3107
*
```

The structure (SMILES) is CO[C@@H]1[C@@H]2CC[C@@H]21.

B.
Below is 3 unconnected molecules or ions with the total composition C6H10O, with properties calculated with ωB97M-V with the def2-TZVPD basis set.

The geometry in ORCA input format:
```
! wB97M-V def2-TZVPD RIJCOSX def2/J DEFGRID3
* xyz 0 1
C 0.6797 0.0935 -1.8839
C -0.4347 0.7600 -1.5923
O -0.5654 2.0959 -1.3781
H 1.6378 0.5846 -2.0433
H 0.6474 -0.9884 -1.9452
H -1.3870 0.2589 -1.4657
H 0.3141 2.4938 -1.3359
C -1.5227 -1.5328 0.6534
C -2.3111 -1.7704 -0.2226
H -0.8079 -1.2820 1.4079
H -3.0200 -1.9628 -0.9960
C 1.3889 0.4953 1.2975
C 0.9058 -0.1180 2.3716
H 0.9693 1.4331 0.9409
H 2.1999 0.0703 0.7118
H 1.2908 -1.0815 2.6987
H 0.0806 0.3003 2.9443
*
```

The structure (SMILES) is C=CO.C#C.C=C.

A takes first place; second place is 0.0724 hartree up.

A.
Below is a molecular structure, C6H10O, with properties calculated with ωB97M-V with the def2-TZVPD basis set.

The geometry in ORCA input format:
```
! wB97M-V def2-TZVPD RIJCOSX def2/J DEFGRID3
* xyz 0 1
C 0.3345 -2.0612 0.5624
C -0.2363 -1.0524 -0.4245
C -0.2926 0.3449 0.2001
C -0.5384 1.4578 -0.7401
O -0.9421 0.4745 1.3284
C 1.1002 0.9907 0.1540
C 2.2373 1.3920 0.1939
H 0.2453 -3.0815 0.1784
H -0.2067 -1.9895 1.5096
H 1.3941 -1.8605 0.7601
H -1.2766 -1.3001 -0.6711
H 0.3387 -1.0397 -1.3597
H -0.6576 2.4519 -0.3209
H -0.3226 1.3906 -1.8075
H -2.2763 1.2097 -0.3006
H -2.1385 0.9164 0.4987
H 3.2376 1.7564 0.2388
*
```

B.
Below is a single C6H10O molecule, with properties calculated with ωB97M-V with the def2-TZVPD basis set.

The geometry in ORCA input format:
```
! wB97M-V def2-TZVPD RIJCOSX def2/J DEFGRID3
* xyz 0 1
C -1.9283 -0.6389 0.3717
C -1.1186 0.5589 -0.0775
C 0.0404 0.5345 -1.0262
C 0.9064 -0.7094 -0.8079
C 1.1882 -0.2329 0.6436
O 2.5156 0.1964 0.8520
C 0.2368 0.9457 0.4326
H -2.5549 -0.3688 1.2287
H -1.3060 -1.4865 0.6757
H -2.5912 -0.9813 -0.4311
H -1.7325 1.4467 -0.2339
H 0.0635 1.1636 -1.9111
H 1.8358 -0.7166 -1.3838
H 0.4026 -1.6742 -0.9373
H 0.9749 -0.9354 1.4548
H 2.6438 0.9716 0.2877
H 0.4235 1.9267 0.8621
*
```

The structure (SMILES) is C[C@@H]1[C@@H]2C[C@@H](O)[C@H]12.

B takes first place; second place is 0.1792 hartree up.